[1]
ORCA calculation (wB97M-V/def2-TZVPD) on a gas-phase ion, C4H11N4O (charge +1) in a non-equilibrium geometry.

XYZ file:
```
20
Properties=species:S:1:pos:R:3:forces:R:3
N 0.83903 0.38756 1.18907 0.3 0.0 0.6
C 0.48565 1.79686 1.14761 0.0 0.3 -0.3
C -0.13130 2.03707 -0.24717 0.3 0.1 0.4
N -1.07054 0.95169 -0.44771 -0.4 -0.1 0.0
C -0.54840 -0.28167 -0.41248 -0.1 -0.7 -0.6
N 0.37443 -0.76158 -1.26227 -0.2 0.0 0.0
N 0.43294 -2.16956 -1.19019 0.4 -0.1 0.2
C -0.75734 -2.50952 -0.42567 -0.3 -0.8 -0.6
O -1.20976 -1.27569 0.16468 0.1 0.7 0.1
H 1.79858 0.23010 0.90249 0.0 0.0 0.1
H 0.68919 -0.03180 2.09784 0.1 0.1 0.0
H 1.33485 2.46429 1.29955 0.0 0.0 0.1
H -0.26765 2.00736 1.90680 0.1 0.0 0.0
H -0.64809 2.99098 -0.30802 0.0 0.0 -0.1
H 0.63963 1.99199 -1.01664 0.0 0.1 0.0
H -1.91032 1.03773 0.11742 0.0 -0.2 -0.1
H 0.77555 -0.28987 -2.05510 -0.3 0.0 -0.1
H 1.29446 -2.45943 -0.72596 -0.3 0.2 0.1
H -1.54951 -2.87274 -1.09462 0.1 0.2 0.2
H -0.57140 -3.24376 0.36035 0.1 0.2 -0.1
```
Positions in Å, forces in eV/Å.

Largest force on an atom   0.01973 hartree/bohr
E_LUMO   -2.714 eV
M   131.16 g/mol
SMILES   NCCNC1=[NH+]NCO1
Charge   +1
HOMO-LUMO gap   10.77 eV
ΔE to the lowest compared entry with this formula, charge and spin   95.86 kJ/mol
HOMO energy   -13.486 eV

=====

[2]
ORCA calculation (wB97M-V/def2-TZVPD) on 7 unconnected molecules or ions with the total composition C25H53FNO7.

XYZ file:
```
87
Properties=species:S:1:pos:R:3:forces:R:3
C -2.96715 2.23596 -1.00843 0.2 -0.5 0.4
C -3.46801 0.78422 -1.11132 -0.3 0.3 0.0
C -3.74405 0.41327 -2.55871 0.2 0.1 -0.2
C -2.60175 -0.24719 -0.36868 -0.1 0.3 -0.2
C -1.44094 -0.86888 -1.13444 -0.1 -0.3 0.3
N -0.07802 -0.34646 -0.75329 -0.2 0.1 0.1
O 0.11593 -0.46685 0.63043 -0.3 -0.2 0.0
C 0.24740 1.01773 -1.23234 0.6 0.5 0.0
C 0.27934 1.06387 -2.74791 -0.4 -0.1 0.1
F 0.82924 -0.12544 -3.19949 0.2 -0.1 -0.1
H -2.34197 2.51649 -1.85551 0.0 0.1 -0.1
H -2.37641 2.36566 -0.09877 0.0 0.1 0.1
H -3.80455 2.91895 -0.92325 0.0 0.2 -0.3
H -4.43171 0.77151 -0.60159 0.0 -0.1 0.1
H -4.48745 1.07815 -2.99188 -0.1 0.1 0.1
H -4.10601 -0.60265 -2.68903 0.0 -0.1 0.1
H -2.84787 0.53985 -3.17220 0.0 0.0 -0.1
H -3.24804 -1.07070 -0.07613 0.0 -0.1 0.0
H -2.25859 0.18567 0.56984 0.1 -0.1 0.1
H -1.38569 -1.93497 -0.92760 0.1 0.0 0.1
H -1.51242 -0.76299 -2.21165 0.0 0.1 -0.1
H 0.61036 -0.98034 -1.16333 0.0 0.0 -0.1
H 0.30584 0.41887 0.98552 0.3 0.1 0.2
H -0.45490 1.74068 -0.82721 -0.2 -0.1 0.0
H 1.23134 1.26218 -0.83041 0.1 -0.2 0.1
H -0.72422 1.14601 -3.15800 0.0 0.0 -0.1
H 0.88630 1.89301 -3.09503 0.1 0.1 0.0
C -8.91036 -0.65646 -3.05252 0.0 0.0 0.2
C -7.40693 -0.74524 -3.06092 -0.1 0.0 0.0
O -6.78089 -0.92681 -2.03760 0.1 0.1 -0.1
C -6.72737 -0.60468 -4.40033 0.1 0.0 0.2
H -9.28079 -0.77443 -2.03757 0.0 0.0 0.0
H -9.22952 0.31021 -3.44498 0.0 0.0 -0.1
H -9.33267 -1.43797 -3.68576 0.0 0.1 -0.1
H -6.96636 0.36523 -4.83972 -0.1 0.0 -0.1
H -7.07284 -1.38724 -5.07672 -0.1 0.1 -0.1
H -5.65268 -0.69640 -4.28227 0.0 0.0 0.0
C 3.20086 -0.76442 1.65989 -0.1 0.3 0.1
C 3.17016 0.53999 2.41409 0.3 -0.1 0.2
O 2.24456 1.30954 2.22350 -0.2 0.1 -0.1
C 4.28619 0.82933 3.37135 -0.4 0.2 -0.1
H 2.29501 -0.71928 1.07103 0.1 -0.6 -0.3
H 4.08837 -0.83034 1.02916 0.0 0.0 0.1
H 3.18419 -1.61968 2.33690 0.1 0.0 0.0
H 5.23997 0.83490 2.84490 0.1 -0.1 0.1
H 4.32711 0.05454 4.13918 0.1 -0.1 -0.1
H 4.13838 1.79635 3.84120 0.0 0.0 0.0
C -4.54372 -3.40296 -1.68526 -0.1 0.1 -0.2
C -3.75432 -3.92751 -2.86041 0.0 0.0 0.1
O -3.84992 -3.41882 -3.95316 0.1 0.1 0.0
C -2.83162 -5.09627 -2.60824 0.0 0.0 -0.2
H -5.17699 -2.58141 -2.01312 0.0 0.0 0.1
H -5.17094 -4.18831 -1.26149 0.1 0.0 0.1
H -3.85941 -3.05418 -0.90859 0.0 -0.1 0.1
H -3.40269 -5.95226 -2.24668 0.0 0.0 0.1
H -2.09284 -4.83686 -1.84681 -0.1 -0.1 0.1
H -2.32119 -5.36744 -3.52882 0.0 0.0 0.0
C 8.08985 1.24308 6.83968 0.0 -0.1 -0.1
C 7.01722 2.01890 6.11802 0.1 0.0 0.0
O 6.63730 1.70024 5.01410 0.0 0.0 0.0
C 6.44108 3.21316 6.83807 -0.1 0.0 -0.1
H 8.42164 0.41314 6.22131 0.0 0.0 0.0
H 8.93790 1.89363 7.05804 0.0 0.0 0.1
H 7.70210 0.85860 7.78424 0.0 0.1 0.1
H 7.23021 3.93384 7.05641 0.0 0.0 0.1
H 5.99420 2.90006 7.78291 0.1 0.0 0.1
H 5.68340 3.68679 6.21864 0.0 0.0 0.0
C 1.20225 -1.17989 5.17951 0.1 0.0 -0.1
C 2.23765 -1.79145 6.09339 0.0 0.0 0.0
O 3.11903 -2.49045 5.65256 0.1 0.0 -0.1
C 2.12437 -1.47826 7.56394 0.1 -0.1 0.0
H 1.40791 -1.49299 4.15772 0.0 0.0 0.0
H 0.19949 -1.50494 5.45982 0.0 0.1 0.1
H 1.24652 -0.09068 5.23901 -0.1 0.0 0.1
H 1.16327 -1.82352 7.94782 0.0 0.1 0.0
H 2.18886 -0.40057 7.72288 -0.1 0.0 0.0
H 2.92685 -1.97237 8.10511 0.0 0.0 0.0
C 2.41200 2.00420 -6.89702 0.0 0.1 -0.1
C 3.21030 3.04315 -6.14355 0.0 -0.1 0.0
O 3.23239 4.19847 -6.48465 0.0 0.1 0.0
C 3.98087 2.56277 -4.93304 0.1 0.1 0.0
H 1.90569 2.47217 -7.73698 0.0 0.0 0.0
H 3.07240 1.21812 -7.26590 0.0 -0.1 0.1
H 1.67124 1.54561 -6.23831 0.0 -0.1 0.0
H 4.69673 1.79211 -5.22196 -0.1 -0.1 0.0
H 3.29642 2.13354 -4.19746 0.0 -0.1 0.0
H 4.51416 3.39678 -4.48414 0.0 0.0 0.0
```
Positions in Å, forces in eV/Å.

Largest force on an atom   0.01619 hartree/bohr
E_LUMO   -2.422 eV
M   498.70 g/mol
Charge   +1
HOMO-LUMO gap   8.94 eV
ΔE to the lowest compared entry with this formula, charge and spin   0.00 kJ/mol
HOMO energy   -11.362 eV

=====

[3]
ORCA calculation (wB97M-V/def2-TZVPD) on a gas-phase ion, C20H26FN2O3 (charge +1).

XYZ file:
```
52
Properties=species:S:1:pos:R:3:forces:R:3
C -2.71920 6.94328 4.03562 -0.1 0.3 0.1
O -2.39799 5.70779 3.43237 0.1 -0.3 -0.2
C -1.09884 5.39447 3.23919 0.2 -0.1 0.0
C -0.01506 6.19921 3.58221 -0.3 0.2 0.1
C 1.27277 5.76439 3.32578 0.0 -0.1 0.0
C 1.51492 4.53797 2.73536 0.1 -0.2 -0.1
C 0.43280 3.73311 2.40529 -0.2 0.2 0.1
O 0.58989 2.50593 1.75449 0.0 0.2 0.0
C 1.45317 1.56645 2.36349 0.2 -0.3 0.0
C 1.77303 0.54644 1.26815 -0.4 -0.1 0.4
O 2.21816 1.20219 0.10476 0.2 0.3 -0.3
C 0.49605 -0.25087 0.89708 0.2 0.5 0.6
N 0.68794 -0.78632 -0.46661 0.3 0.3 -0.1
C -0.54938 -0.88776 -1.26867 -0.6 -0.1 -0.7
C -0.17844 -1.29468 -2.70591 -0.1 0.0 0.2
N 0.56417 -2.52304 -2.75335 0.2 0.3 -0.2
C -0.08776 -3.76039 -2.90342 -0.2 -0.3 0.0
C -1.46288 -3.91239 -2.73494 0.2 0.1 0.0
C -2.06921 -5.13993 -2.93577 0.1 -0.4 -0.1
C -1.29446 -6.22546 -3.29597 0.0 0.2 0.1
F -1.87866 -7.42013 -3.47586 0.0 0.0 0.0
C 0.07236 -6.10213 -3.47929 -0.2 -0.1 0.1
C 0.66552 -4.87123 -3.28958 -0.1 0.1 0.1
C 1.75483 -2.44258 -1.94885 -0.1 0.0 0.3
C 1.41351 -2.07625 -0.49414 0.5 -0.7 -0.3
C -0.86021 4.15030 2.65095 0.0 -0.1 0.0
H -3.80587 6.96853 4.08883 0.1 0.0 0.0
H -2.30552 7.01418 5.04553 0.0 0.0 0.0
H -2.36644 7.78551 3.43368 0.0 0.0 0.0
H -0.16243 7.16197 4.04259 -0.1 0.1 0.0
H 2.10566 6.39859 3.58669 0.1 0.1 0.0
H 2.52804 4.22923 2.52847 0.1 0.0 0.0
H 0.96282 1.07826 3.21520 0.0 0.0 0.0
H 2.37715 2.03656 2.71384 -0.1 -0.1 -0.1
H 2.57281 -0.12513 1.59533 -0.1 0.1 0.0
H 1.84121 2.09856 0.12316 0.0 -0.1 0.0
H 0.29729 -1.05158 1.60781 0.0 -0.1 -0.1
H -0.34380 0.44787 0.88981 0.0 -0.1 -0.1
H 1.31608 -0.06511 -0.89597 -0.3 -0.2 0.1
H -1.06198 0.07528 -1.26888 0.1 0.0 0.1
H -1.19418 -1.63934 -0.80788 0.1 0.1 0.1
H -1.07730 -1.38011 -3.31486 0.0 0.1 0.1
H 0.44515 -0.50452 -3.14385 -0.1 0.0 0.0
H -2.08947 -3.08020 -2.45434 0.0 0.1 0.0
H -3.13324 -5.25854 -2.80970 -0.1 0.0 0.0
H 0.65265 -6.95918 -3.78000 0.1 -0.1 0.0
H 1.72384 -4.76866 -3.47022 0.1 0.0 -0.1
H 2.27921 -3.39611 -1.95369 0.0 0.1 0.0
H 2.42294 -1.68043 -2.36747 0.1 0.0 0.0
H 2.32557 -1.98827 0.09586 -0.1 0.1 0.1
H 0.77072 -2.84477 -0.05773 0.0 0.1 0.0
H -1.69848 3.52710 2.38588 -0.1 -0.1 0.0
```
Positions in Å, forces in eV/Å.

Largest force on an atom   0.01797 hartree/bohr
E_LUMO   -2.232 eV
M   361.44 g/mol
SMILES   COc1cccc(OC[C@H](O)C[NH+]2CCN(c3ccc(F)cc3)CC2)c1
Charge   +1
HOMO-LUMO gap   8.60 eV
ΔE to the lowest compared entry with this formula, charge and spin   0.00 kJ/mol
HOMO energy   -10.835 eV